Here is 13 unconnected molecules or ions with the total composition C75H168N8O13 in a non-equilibrium geometry from the Open Molecules 2025 dataset. Energies are from wB97M-V/def2-TZVPD.

Cartesian coordinates (Å):
O (-8.66347, -25.71213, -4.75109)
H (-8.25351, -25.20371, -4.05098)
H (-7.91982, -25.90853, -5.37324)
O (-6.34012, -24.37733, -3.42550)
H (-6.44536, -23.42310, -3.48465)
H (-5.51309, -24.50222, -2.91706)
C (-9.43348, -21.50836, -8.91566)
O (-9.39693, -22.88007, -9.02909)
H (-9.56339, -21.05798, -9.88800)
H (-10.26761, -21.17687, -8.27352)
H (-8.47152, -21.15261, -8.56512)
H (-9.54813, -23.24074, -8.11214)
C (-3.81001, -21.95951, -7.22877)
O (-3.20509, -23.17683, -7.40783)
H (-4.04248, -21.60324, -8.24655)
H (-4.73946, -22.10052, -6.67259)
H (-3.17351, -21.23897, -6.70799)
H (-3.18050, -23.60182, -6.58717)
C (-11.13889, -22.93036, -5.71600)
O (-10.25488, -23.71585, -6.42731)
H (-10.98346, -21.91110, -6.02239)
H (-12.19817, -23.18468, -6.05422)
H (-11.01784, -23.11651, -4.61827)
H (-9.89212, -24.50788, -5.86472)
C (-1.63717, -25.80939, -5.06316)
C (-2.47118, -25.63359, -3.79079)
C (-1.62422, -25.65854, -2.55673)
C (-0.95886, -24.38546, -1.98904)
C (-2.07204, -23.40552, -1.96508)
C (-2.64381, -23.20254, -3.39887)
N (-3.40789, -24.45847, -3.76518)
O (-3.81717, -24.31616, -5.08445)
C (-3.77380, -22.11898, -3.24245)
C (-1.63162, -22.63566, -4.43810)
C (-3.33174, -26.82490, -3.65627)
H (-2.26087, -26.36470, -5.82481)
H (-0.71673, -26.29548, -4.87872)
H (-1.45158, -24.86030, -5.54873)
H (-2.22592, -25.95462, -1.76559)
H (-0.83911, -26.41943, -2.73920)
H (0.04956, -24.07702, -2.35642)
H (-0.80946, -24.61671, -0.92750)
H (-1.71939, -22.40480, -1.71666)
H (-2.78942, -23.62349, -1.26136)
H (-3.36060, -21.10009, -3.26582)
H (-4.50297, -22.13073, -4.09630)
H (-4.18671, -22.14951, -2.25392)
H (-0.71752, -23.25116, -4.59316)
H (-2.15720, -22.51989, -5.35193)
H (-1.34346, -21.62877, -4.21854)
H (-3.91276, -26.81064, -2.70416)
H (-2.70782, -27.76170, -3.69380)
H (-4.13602, -26.91009, -4.31143)
H (-4.75743, -24.62726, -5.12192)
C (-7.47625, -30.64687, -0.30783)
C (-6.33015, -29.98615, 0.39030)
C (-5.20854, -29.63334, -0.65332)
C (-5.71891, -28.60711, -1.66096)
C (-6.07337, -27.33557, -0.89015)
C (-7.07270, -27.55555, 0.20689)
N (-6.68591, -28.71642, 1.02823)
O (-7.75139, -29.01977, 1.97461)
C (-7.06198, -26.40662, 1.25811)
C (-8.51192, -27.60678, -0.40118)
C (-5.70495, -30.84850, 1.42884)
H (-7.85464, -30.12833, -1.18647)
H (-8.35081, -30.80854, 0.33474)
H (-7.17591, -31.58175, -0.72393)
H (-4.38129, -29.22474, -0.16080)
H (-4.85080, -30.50559, -1.15196)
H (-6.55562, -29.04126, -2.21554)
H (-5.00990, -28.36087, -2.46554)
H (-6.47505, -26.64472, -1.60803)
H (-5.25244, -26.84093, -0.36688)
H (-7.83229, -26.60108, 2.01575)
H (-6.08986, -26.29530, 1.73872)
H (-7.41139, -25.45904, 0.81200)
H (-8.62242, -28.03885, -1.39162)
H (-9.18540, -28.10239, 0.22046)
H (-8.86461, -26.58955, -0.54278)
H (-5.35751, -31.80412, 1.13294)
H (-6.41449, -30.99027, 2.26605)
H (-4.76233, -30.32725, 1.76965)
H (-7.38791, -28.54791, 2.78693)
C (-8.26583, -26.28416, -15.12834)
C (-8.72767, -25.27279, -14.06672)
C (-7.57118, -24.43998, -13.52102)
C (-8.06985, -23.24547, -12.75305)
C (-8.89543, -22.36227, -13.66326)
C (-10.18353, -23.08514, -14.07752)
N (-9.67657, -24.29086, -14.81401)
O (-10.74525, -25.14466, -15.32949)
C (-11.20935, -23.40989, -12.97285)
C (-10.88695, -22.14484, -15.10427)
C (-9.38077, -26.08803, -12.89443)
H (-7.98102, -25.66639, -15.95840)
H (-9.08266, -26.87002, -15.52917)
H (-7.41027, -26.84582, -14.84725)
H (-6.98775, -25.04110, -12.87819)
H (-6.92378, -24.07744, -14.27903)
H (-7.18692, -22.71265, -12.44027)
H (-8.70326, -23.55664, -11.84951)
H (-8.36424, -22.15003, -14.57484)
H (-9.17093, -21.43255, -13.21576)
H (-11.89850, -24.17986, -13.26675)
H (-10.85922, -23.67935, -11.97802)
H (-11.86322, -22.55217, -12.72072)
H (-10.99997, -21.15176, -14.66517)
H (-10.14374, -21.96014, -15.93461)
H (-11.85591, -22.54764, -15.54049)
H (-8.72982, -26.87733, -12.59859)
H (-10.29570, -26.58391, -13.14982)
H (-9.51518, -25.42783, -11.97483)
H (-10.47976, -25.17976, -16.24426)
C (-12.15866, -30.10894, -3.41868)
C (-12.73544, -30.19884, -4.81072)
C (-11.62055, -29.97804, -5.82504)
C (-12.07849, -30.32146, -7.29073)
C (-12.60143, -31.68933, -7.37878)
C (-13.72612, -32.06718, -6.27238)
N (-13.17844, -31.54747, -4.96251)
O (-14.17887, -31.84473, -4.01820)
C (-15.12158, -31.49172, -6.55992)
C (-13.61241, -33.61564, -6.16512)
C (-13.82245, -29.05330, -4.80780)
H (-11.65844, -29.21400, -3.16488)
H (-11.44785, -30.98601, -3.41417)
H (-12.87798, -30.36557, -2.62563)
H (-11.42738, -28.85289, -5.81546)
H (-10.75407, -30.61720, -5.41590)
H (-11.19642, -30.18741, -7.91354)
H (-12.80026, -29.62175, -7.63587)
H (-11.76399, -32.42407, -7.24335)
H (-12.96336, -31.88224, -8.40314)
H (-15.06873, -30.43129, -6.81554)
H (-15.68177, -32.05780, -7.28390)
H (-15.80922, -31.55323, -5.68273)
H (-13.59207, -34.01491, -7.18319)
H (-12.69447, -33.96399, -5.67370)
H (-14.45260, -34.07348, -5.65089)
H (-13.42006, -28.15108, -4.33239)
H (-14.61869, -29.31304, -4.17074)
H (-14.23691, -28.73499, -5.75773)
H (-13.71115, -32.34234, -3.33990)
C (-8.84100, -33.42938, -13.53909)
C (-8.81456, -32.78885, -12.14166)
C (-7.40469, -32.41845, -11.71075)
C (-6.98907, -31.08652, -12.29629)
C (-7.86415, -29.95686, -11.77646)
C (-9.37302, -30.18610, -12.21040)
N (-9.69791, -31.62628, -11.87774)
O (-10.93586, -31.94441, -12.47189)
C (-10.21334, -29.33102, -11.31849)
C (-9.57569, -29.83344, -13.64445)
C (-9.41420, -33.96784, -11.27968)
H (-8.36866, -34.38284, -13.61082)
H (-8.37597, -32.77719, -14.35268)
H (-9.89775, -33.63443, -13.80651)
H (-7.29465, -32.39813, -10.63203)
H (-6.62877, -33.11087, -12.06946)
H (-7.11789, -31.07753, -13.36304)
H (-5.97272, -30.71146, -12.00620)
H (-7.47103, -28.92857, -11.93259)
H (-7.83651, -30.03839, -10.68162)
H (-11.30948, -29.44402, -11.40902)
H (-9.87922, -29.54377, -10.24877)
H (-10.04438, -28.23245, -11.38954)
H (-8.96964, -30.31995, -14.35679)
H (-10.61092, -30.07226, -13.89414)
H (-9.38707, -28.70156, -13.82398)
H (-9.61937, -33.60702, -10.31243)
H (-8.72727, -34.80868, -11.26147)
H (-10.26608, -34.45976, -11.67988)
H (-11.53367, -32.03718, -11.69061)
C (-6.39962, -26.23454, -9.30263)
C (-7.05764, -25.98909, -7.90910)
C (-8.53257, -26.04541, -8.26640)
C (-9.05164, -27.46930, -8.31538)
C (-8.76873, -28.24033, -7.04335)
C (-7.22410, -28.32457, -6.82569)
N (-6.76676, -26.87791, -6.78198)
O (-5.38751, -26.83524, -6.45804)
C (-6.93395, -28.86877, -5.43665)
C (-6.53798, -29.20780, -7.85278)
C (-6.62262, -24.55186, -7.43149)
H (-5.30664, -26.47162, -9.31112)
H (-6.40409, -25.21030, -9.75391)
H (-6.89749, -27.06899, -9.92262)
H (-9.00914, -25.49967, -7.46910)
H (-8.74122, -25.56740, -9.21528)
H (-8.65912, -27.98223, -9.22529)
H (-10.12797, -27.31607, -8.41146)
H (-9.12319, -29.26527, -7.08358)
H (-9.27621, -27.74032, -6.18459)
H (-7.33445, -29.88660, -5.35864)
H (-5.84978, -28.79742, -5.28426)
H (-7.29291, -28.14252, -4.69662)
H (-5.99851, -28.64836, -8.63043)
H (-5.81068, -29.80318, -7.31904)
H (-7.24530, -29.82864, -8.36719)
H (-5.56833, -24.41859, -7.68441)
H (-6.74031, -24.64338, -6.29930)
H (-7.17953, -23.75868, -7.86423)
H (-4.89011, -26.88899, -7.33255)
C (-2.47258, -28.50949, -8.37502)
C (-1.47582, -28.81055, -9.51359)
C (-0.41696, -29.80337, -8.94854)
C (-0.97975, -31.17750, -8.62337)
C (-1.62361, -31.73058, -9.90185)
C (-2.73667, -30.82517, -10.49010)
N (-2.11782, -29.47583, -10.70194)
O (-3.29254, -28.67303, -11.21108)
C (-2.94951, -31.38310, -11.89081)
C (-4.06103, -30.91412, -9.70633)
C (-0.84961, -27.45376, -9.93939)
H (-2.80396, -29.37906, -7.85679)
H (-3.35684, -27.91410, -8.75515)
H (-1.98748, -27.99483, -7.54017)
H (0.31612, -29.83205, -9.71168)
H (-0.02502, -29.27739, -8.06304)
H (-1.79919, -31.05862, -7.88840)
H (-0.27611, -31.84093, -8.14302)
H (-2.11772, -32.67046, -9.67932)
H (-0.88137, -31.94637, -10.65681)
H (-1.99708, -31.68207, -12.37211)
H (-3.64020, -32.20308, -11.82658)
H (-3.45853, -30.66878, -12.57373)
H (-4.72669, -31.73720, -10.00929)
H (-3.92335, -30.98563, -8.62957)
H (-4.65709, -29.97869, -9.86104)
H (-1.60471, -26.67633, -10.17639)
H (-0.08853, -27.67693, -10.66381)
H (-0.30953, -26.95282, -9.14036)
H (-2.82447, -28.18377, -11.89921)
C (-7.51009, -32.65155, -3.96519)
C (-8.22956, -33.31912, -5.15664)
C (-8.25828, -32.38519, -6.34127)
C (-8.64973, -33.06890, -7.64480)
C (-7.76487, -34.24700, -7.97497)
C (-7.87775, -35.33024, -6.86502)
N (-7.50908, -34.53711, -5.59870)
O (-7.50450, -35.45539, -4.62881)
C (-9.27748, -36.02481, -6.92645)
C (-6.74233, -36.28518, -7.11596)
C (-9.76471, -33.54683, -4.69555)
H (-8.06603, -31.75470, -3.75941)
H (-7.56766, -33.30353, -3.06507)
H (-6.43799, -32.44451, -4.15994)
H (-8.84633, -31.51153, -6.04948)
H (-7.27337, -31.86099, -6.43690)
H (-9.74539, -33.40829, -7.66593)
H (-8.55729, -32.30537, -8.37826)
H (-6.75581, -33.85327, -7.85543)
H (-7.81153, -34.61784, -9.03098)
H (-9.58850, -36.47803, -5.95553)
H (-9.10787, -36.77860, -7.67429)
H (-10.06116, -35.35013, -7.24577)
H (-6.76716, -37.15613, -6.46370)
H (-5.79755, -35.83204, -7.05945)
H (-6.84276, -36.69392, -8.09507)
H (-10.12348, -32.90106, -3.90953)
H (-10.43004, -33.37718, -5.50907)
H (-9.71539, -34.64627, -4.37496)
H (-8.28481, -35.99475, -4.75874)

Output
E_tot = -119024.699 eV
F_max = 4.7 eV Å⁻¹